1.
The following is a quantum chemistry calculation of a structure of composition C33H27F5IrN2O5SbTe in a non-equilibrium geometry, from the OMol25 dataset.

```
75
Properties=species:S:1:pos:R:3:forces:R:3
Ir 0.358538 -0.198046 -0.886140 0.635 0.948 1.456
O 0.877631 -4.105870 1.149240 0.025 -0.259 -0.141
C 0.976367 -2.982793 0.665426 -0.189 0.474 0.429
O 0.573405 -1.873621 1.115818 0.069 -0.787 0.161
C 1.826484 -2.821987 -0.596296 0.082 -0.018 0.067
C 2.662453 -3.820735 -1.062541 0.157 0.023 -0.133
C 3.604653 -3.515733 -2.037049 -0.132 0.025 0.084
C 3.724594 -2.203763 -2.473648 0.043 -0.019 -0.104
C 2.830581 -1.269885 -1.993436 0.084 0.204 0.037
N 1.881141 -1.596734 -1.125673 -0.386 -0.492 0.511
C 2.921921 0.211129 -2.258365 0.212 -0.294 -0.262
O 3.871700 0.649159 -2.873611 -0.174 0.182 -0.001
O 1.966094 0.912666 -1.728491 -1.493 -0.397 0.577
H 2.570153 -4.801701 -0.618877 -0.012 0.009 0.018
H 4.262915 -4.284610 -2.420366 0.028 0.014 0.010
H 4.485221 -1.874571 -3.167030 0.012 -0.007 0.011
C 3.858034 -0.042624 4.706462 0.042 -0.001 0.026
C 3.568957 1.243380 4.279263 -0.008 0.036 -0.061
C 2.490020 1.472598 3.431661 0.059 -0.169 0.124
C 1.680116 0.415205 3.018943 -0.272 0.032 -0.257
C 1.966240 -0.875218 3.467255 0.026 0.124 0.117
C 3.050076 -1.097485 4.307423 -0.054 -0.043 -0.036
Sb 0.105940 0.827701 1.555264 1.465 0.320 0.007
C -1.661926 0.677607 2.678524 0.114 -0.217 -0.251
C -1.841016 -0.370606 3.573001 0.008 0.042 -0.037
C -3.025999 -0.456182 4.286078 -0.023 -0.021 0.032
C -4.023204 0.492323 4.093491 0.017 -0.002 0.008
C -3.838657 1.528406 3.191713 -0.005 0.020 -0.020
C -2.655185 1.623473 2.472751 -0.058 -0.050 0.016
C 0.383847 2.940643 1.568289 0.014 -0.198 -0.009
C 1.007564 3.555224 0.487358 -0.034 0.009 0.025
C 1.320248 4.907225 0.544391 0.036 -0.024 -0.004
C 1.018748 5.644959 1.680755 -0.012 -0.003 -0.006
C 0.381626 5.037350 2.754189 -0.022 0.005 0.034
C 0.061669 3.687201 2.697722 0.021 0.034 -0.083
H 4.718118 -0.225417 5.339516 -0.027 0.009 0.039
H 4.188801 2.075405 4.591517 0.016 -0.008 -0.007
H 2.290692 2.481968 3.101119 0.031 0.013 -0.025
H 1.354784 -1.705597 3.145116 0.022 -0.028 -0.017
H 3.267611 -2.106196 4.637692 0.003 0.004 0.010
H -1.074849 -1.127886 3.685657 -0.009 -0.004 0.036
H -3.180344 -1.274267 4.978770 0.001 -0.004 -0.010
H -4.959561 0.406346 4.631124 0.011 0.013 0.022
H -4.628693 2.245856 3.012326 -0.004 -0.001 0.005
H -2.536667 2.398697 1.725013 0.004 0.014 0.013
H 1.245576 2.979367 -0.399323 0.007 0.026 -0.006
H 1.808570 5.380056 -0.298584 -0.007 0.005 0.001
H 1.280353 6.694873 1.730689 -0.024 0.007 -0.010
H 0.141644 5.612434 3.640382 -0.016 0.004 -0.008
H -0.428272 3.211559 3.540098 0.007 0.023 0.023
F -1.570127 -0.944379 0.214567 1.297 -0.111 -0.511
Te -2.538231 0.489961 -1.219186 -3.666 2.168 -1.922
F -3.284085 2.239773 -1.027875 0.214 -0.165 0.263
F -2.052266 1.411606 -2.961993 0.401 -0.540 0.130
F -3.852612 0.263436 0.203409 0.664 -0.334 0.059
F -4.240819 0.190467 -2.312543 0.740 -0.466 0.244
O -0.974507 1.366245 -0.481202 0.691 -0.869 -0.483
C 0.153130 0.278266 -4.800317 0.023 -0.001 0.089
C -0.845989 -0.826653 -4.723795 -0.017 0.202 0.312
C -1.500323 -1.306328 -5.833418 -0.060 -0.045 -0.133
C -2.448890 -2.319505 -5.721939 0.061 0.060 0.119
C -2.777377 -2.865873 -4.486145 -0.123 -0.005 -0.148
C -2.167247 -2.428618 -3.332827 0.322 -0.074 0.097
C -2.522617 -2.986388 -2.000631 0.025 0.070 0.008
C -1.169971 -1.398723 -3.443512 0.357 -0.619 -0.758
N -0.496742 -0.990585 -2.390374 -1.143 1.115 0.250
H 0.116115 0.761647 -5.774695 0.043 -0.034 -0.026
H 1.166751 -0.093887 -4.627263 0.003 0.009 -0.034
H -0.062480 1.017060 -4.026395 -0.057 0.034 -0.014
H -1.278550 -0.874072 -6.800992 -0.001 -0.026 -0.011
H -2.938651 -2.688864 -6.614238 -0.039 0.026 0.004
H -3.540701 -3.630561 -4.418085 0.029 -0.034 -0.014
H -2.843807 -4.023610 -2.090681 -0.032 0.012 -0.004
H -3.359005 -2.411043 -1.581789 0.037 0.064 0.021
H -1.699709 -2.910654 -1.292690 -0.059 -0.014 0.052
```
Positions in Å, forces in eV/Å.

Values from the calculation:
energy above the lowest of the compared OMol25 structures with the same formula, charge and spin = 2.501 eV
multiplicity = 2
<S²> = 0.7761
HOMO level (spin up / spin down) = -5.52 / -5.44 eV
total charge = -1
Kohn-Sham gap (spin up / spin down) = 5.02 / 5.19 eV
E = -78133.4385 eV

2.
The following is a quantum chemistry calculation of a structure of composition C33H27N5O2S2Ti, from the OMol25 dataset.

```
70
Properties=species:S:1:pos:R:3:forces:R:3
Ti -0.058938 0.367279 0.294276 0.097 0.812 0.175
C -2.420049 0.340170 -3.074335 -0.014 0.034 -0.047
C -3.197031 1.012207 -1.975535 -0.010 0.023 0.121
C -4.111464 2.003072 -2.324128 0.050 -0.026 -0.045
C -4.931974 2.581225 -1.373605 -0.041 0.043 -0.011
C -4.882879 2.121773 -0.067673 -0.026 0.003 0.031
C -3.987618 1.129993 0.316618 0.010 0.000 -0.041
C -4.073925 0.559039 1.702445 -0.034 0.020 0.024
C -3.083497 0.629141 -0.631983 0.099 -0.024 -0.053
N -2.038615 -0.261021 -0.210086 -0.088 -0.025 -0.115
C -2.401507 -1.545408 -0.037224 0.011 -0.050 -0.090
O -3.482055 -2.075310 -0.280883 -0.043 0.015 0.031
C -1.264521 -2.377978 0.499685 -0.041 -0.079 0.019
C -1.333675 -3.745299 0.702131 -0.004 0.043 0.017
C -0.201545 -4.393351 1.175335 -0.007 -0.047 -0.001
C 0.962153 -3.674188 1.417429 0.014 0.040 0.020
C 0.945385 -2.310704 1.188341 -0.019 -0.110 -0.012
N -0.151637 -1.700204 0.751915 -0.008 -0.249 0.083
C 2.142701 -1.414564 1.379680 0.075 0.038 -0.053
O 3.197179 -1.899919 1.778006 0.018 0.023 0.068
N 1.881031 -0.129102 1.057364 0.068 -0.071 0.104
C 2.888088 0.820997 1.442081 -0.140 0.026 0.010
C 3.097909 1.103391 2.807637 -0.003 0.002 -0.151
C 2.436091 0.312517 3.896990 0.047 0.012 0.017
C 3.982575 2.116271 3.155802 -0.026 -0.029 0.028
C 4.680684 2.828630 2.194049 0.040 0.042 0.011
C 4.516182 2.502065 0.862415 0.022 -0.007 -0.048
C 3.634932 1.496117 0.470285 -0.003 -0.014 0.053
C 3.554940 1.147615 -0.990174 0.021 0.030 -0.023
H -3.115005 -0.111183 -3.787488 0.015 0.005 0.023
H -1.777918 -0.446039 -2.691713 0.040 -0.056 0.037
H -1.805898 1.057256 -3.623104 -0.004 0.005 0.011
H -4.175826 2.314102 -3.363731 0.004 -0.024 0.064
H -5.626655 3.365372 -1.654494 0.021 -0.029 0.019
H -5.559967 2.528662 0.676997 0.022 -0.011 -0.020
H -4.307901 1.335116 2.432701 0.002 -0.006 -0.009
H -3.156612 0.071252 2.009564 0.021 -0.011 0.008
H -4.868349 -0.192390 1.730654 0.018 0.016 0.000
H -2.264077 -4.253248 0.489613 0.019 0.000 0.007
H -0.223488 -5.461798 1.351779 0.001 0.006 0.002
H 1.875162 -4.126409 1.779505 -0.026 -0.002 -0.011
H 1.444328 -0.022071 3.619519 -0.138 -0.038 -0.042
H 2.349741 0.908927 4.806314 0.013 -0.010 -0.018
H 3.029848 -0.577414 4.117259 0.006 -0.015 -0.003
H 4.122562 2.343720 4.208003 -0.005 -0.009 -0.041
H 5.361731 3.620921 2.485337 -0.028 -0.031 -0.013
H 5.085231 3.024164 0.098489 -0.028 -0.023 0.035
H 4.549093 1.206315 -1.438754 -0.025 0.018 0.005
H 2.905911 1.842974 -1.527708 0.015 -0.016 0.028
H 3.173827 0.140459 -1.138198 -0.002 -0.028 0.003
S 0.254056 3.587346 -3.009535 -0.025 0.070 0.003
C -0.338263 4.451786 -1.651217 -0.022 0.053 0.011
C -0.477291 3.651161 -0.558430 -0.024 0.006 0.070
C -0.105136 2.284494 -0.766924 0.011 -0.008 -0.151
C 0.309009 2.131456 -2.068865 0.006 -0.074 0.040
C 0.741565 0.857487 -2.621792 0.009 -0.013 -0.078
C 1.214958 0.691315 -3.926585 -0.015 0.009 0.030
C 1.601073 -0.561167 -4.352252 0.013 0.024 -0.073
C 1.515706 -1.637517 -3.478238 0.014 -0.055 0.017
C 1.041834 -1.397835 -2.204519 -0.023 0.014 -0.001
N 0.663175 -0.192080 -1.781446 -0.034 0.023 -0.002
H -0.558349 5.508174 -1.736003 0.026 -0.112 -0.006
H -0.850854 4.026008 0.386707 0.007 0.004 -0.020
H 1.274214 1.546207 -4.587463 -0.002 -0.006 0.015
H 1.968444 -0.700269 -5.362331 -0.005 -0.006 0.029
H 1.810379 -2.636656 -3.768633 -0.012 0.036 0.002
H 0.959383 -2.201064 -1.483959 0.006 -0.031 0.014
S -0.717416 1.558688 2.429847 0.000 -0.156 -0.077
C -1.050247 0.155668 3.297351 0.052 -0.252 -0.014
N -1.260828 -0.852265 3.835746 0.012 0.255 -0.015
```
Positions in Å, forces in eV/Å.

Values from the calculation:
energy above the lowest of the compared OMol25 structures with the same formula, charge and spin = 0.000 eV
multiplicity = 2
<S²> = 0.7545
HOMO level (spin up / spin down) = -4.89 / -5.62 eV
total charge = -1
Kohn-Sham gap (spin up / spin down) = 7.05 / 7.82 eV
E = -90997.7692 eV

3.
The following is a quantum chemistry calculation of a structure of composition C33H27O2P2S3V in a non-equilibrium geometry, from the OMol25 dataset.

```
68
Properties=species:S:1:pos:R:3:forces:R:3
V 1.972024 1.044547 -0.361240 0.925 -3.677 -2.768
S 5.242124 -0.142953 -3.059340 -0.628 0.125 0.783
C 4.080424 0.256447 -1.975940 0.869 0.048 -1.609
S 2.797924 1.388147 -2.379040 -0.284 0.467 -0.203
S 3.856324 -0.314253 -0.384340 -0.285 -0.391 1.034
O 2.992024 4.572147 0.701760 -0.040 -0.835 -0.054
C 2.241824 3.715247 0.338960 -0.982 3.871 -0.092
O 2.491424 2.436647 0.307760 2.341 1.915 2.686
C 0.816024 3.982047 -0.163740 0.182 -0.177 0.136
P -0.024676 2.345247 -0.103940 -1.401 1.297 0.214
C -1.713676 2.714947 -0.647640 0.265 -0.309 -0.158
C -2.494176 3.524947 0.174960 0.099 -0.042 -0.026
C -3.797176 3.806447 -0.181240 -0.041 0.057 0.047
C -4.323576 3.285347 -1.353440 0.060 -0.047 -0.040
C -3.537276 2.504947 -2.184040 -0.127 0.001 -0.102
C -2.228676 2.216947 -1.837040 0.126 -0.009 0.100
C -0.244076 1.982547 1.668360 0.184 -0.226 -0.021
C -1.278976 1.113647 2.021360 0.012 0.090 -0.099
C -1.396576 0.663647 3.323860 0.007 -0.054 -0.008
C -0.468576 1.045147 4.279460 0.055 0.073 -0.012
C 0.553124 1.917847 3.941060 0.033 0.003 0.057
C 0.666624 2.390747 2.644260 -0.026 0.135 -0.068
H 0.881724 4.296447 -1.214340 -0.036 -0.055 0.154
H 0.317124 4.777447 0.402460 0.197 -0.201 -0.092
H -2.078176 3.916047 1.093260 -0.061 0.035 0.094
H -4.406176 4.427547 0.455660 -0.068 0.076 0.083
H -5.348876 3.489647 -1.617140 -0.107 0.042 -0.061
H -3.948176 2.119347 -3.102840 -0.040 -0.069 -0.125
H -1.609776 1.610747 -2.485040 -0.008 -0.078 -0.041
H -1.998076 0.810147 1.270860 -0.042 -0.049 0.049
H -2.207376 0.006447 3.596360 -0.112 -0.086 -0.009
H -0.545976 0.675647 5.289860 -0.033 -0.035 0.108
H 1.269524 2.230247 4.685660 0.033 0.063 0.068
H 1.451324 3.100647 2.414560 -0.023 -0.109 0.161
C -3.681576 -2.345253 -0.317540 0.056 0.001 -0.087
C -3.082276 -1.908753 -1.486340 -0.093 0.014 -0.002
C -1.762876 -1.494953 -1.480840 0.055 0.066 -0.031
C -1.023276 -1.494153 -0.301640 -0.075 0.382 0.108
C -1.640676 -1.913653 0.877960 0.096 0.042 -0.072
C -2.952276 -2.352553 0.860060 -0.103 0.018 0.093
P 0.747824 -1.009653 -0.271340 -0.604 -2.192 -0.044
C 1.360824 -2.081053 1.054060 0.113 0.293 0.014
C 1.914624 -1.472653 2.180360 -0.068 0.086 -0.225
C 2.300124 -2.247753 3.259960 0.074 0.008 0.109
C 2.161624 -3.625253 3.203460 0.021 0.079 0.027
C 1.622024 -4.234553 2.080460 0.019 -0.019 -0.074
C 1.201024 -3.466553 1.009260 -0.027 0.177 0.022
C 1.318524 -1.628653 -1.886740 -0.115 0.308 -0.135
C 2.166524 -2.712553 -2.090340 -0.097 0.051 0.080
C 2.527424 -3.061753 -3.382940 -0.020 -0.060 0.014
C 2.064624 -2.329353 -4.464640 0.011 0.008 0.071
C 1.243224 -1.231053 -4.262940 -0.091 0.012 -0.098
C 0.886924 -0.870253 -2.979840 -0.088 -0.300 0.105
H -4.702976 -2.691653 -0.332340 -0.109 -0.026 0.041
H -3.634376 -1.896453 -2.413840 -0.061 -0.044 -0.072
H -1.311276 -1.207053 -2.415840 -0.050 -0.005 -0.015
H -1.093076 -1.911153 1.808760 0.044 -0.053 0.063
H -3.411676 -2.706353 1.769860 -0.024 -0.020 0.131
H 2.042024 -0.387553 2.211960 -0.065 -0.212 0.086
H 2.714524 -1.781153 4.141360 0.045 0.036 0.044
H 2.475824 -4.228853 4.039960 0.040 -0.070 0.098
H 1.536224 -5.309953 2.046260 -0.073 -0.080 -0.027
H 0.734224 -3.928153 0.149160 0.005 -0.061 -0.018
H 2.569624 -3.256553 -1.246740 -0.030 -0.050 -0.024
H 3.174724 -3.910353 -3.547540 0.090 -0.012 0.023
H 2.372424 -2.595753 -5.462740 -0.017 -0.065 -0.134
H 0.881924 -0.651153 -5.098640 0.066 0.063 -0.107
H 0.300024 0.031747 -2.810240 0.033 -0.224 -0.154
```
Positions in Å, forces in eV/Å.

Values from the calculation:
multiplicity = 2
<S²> = 0.7769
HOMO level (spin up / spin down) = -10.94 / -10.95 eV
total charge = +1
Kohn-Sham gap (spin up / spin down) = 6.29 / 6.86 eV
E = -115519.8257 eV